Entry from the Open Molecules 2025 dataset: a cluster of 11 separate species, C41H114N12O11 in total at a distorted geometry (wB97M-V/def2-TZVPD).

```
178
Properties=species:S:1:pos:R:3
C 0.651 -1.183 12.052
C 0.708 0.171 12.712
C 0.345 1.301 11.732
O 1.013 1.270 10.498
C 2.416 1.241 10.524
N -0.272 0.212 13.829
H -0.327 -1.369 11.594
H 0.856 -1.996 12.749
H 1.310 -1.246 11.184
H 1.698 0.407 13.122
H 0.509 2.260 12.245
H -0.712 1.151 11.496
H 2.840 2.253 10.635
H 2.782 0.789 9.608
H 2.830 0.705 11.385
H 0.003 -0.519 14.481
H -0.099 1.073 14.348
C -7.200 2.282 6.309
C -5.898 3.086 6.220
C -6.135 4.465 5.605
O -6.895 4.317 4.400
C -6.097 4.367 3.248
N -5.223 3.231 7.489
H -7.853 2.834 6.998
H -7.104 1.302 6.779
H -7.630 2.244 5.312
H -5.258 2.600 5.466
H -5.190 4.973 5.423
H -6.814 5.020 6.261
H -6.653 3.979 2.397
H -5.218 3.700 3.322
H -5.707 5.376 3.084
H -5.021 2.371 7.984
H -5.735 3.781 8.172
C -9.756 -3.371 18.213
C -9.570 -2.133 17.342
C -9.382 -2.534 15.887
O -9.235 -1.436 15.010
C -8.055 -0.692 15.212
N -10.763 -1.274 17.515
H -9.438 -3.176 19.234
H -9.223 -4.224 17.783
H -10.809 -3.653 18.257
H -8.686 -1.577 17.661
H -10.260 -3.062 15.500
H -8.528 -3.224 15.790
H -8.291 0.309 15.595
H -7.559 -0.536 14.248
H -7.326 -1.141 15.893
H -11.510 -1.683 16.960
H -10.584 -0.374 17.076
C -5.192 0.552 12.678
C -3.765 0.942 12.358
C -3.745 1.973 11.249
O -4.544 1.584 10.141
C -3.930 0.681 9.257
N -3.094 1.486 13.550
H -5.624 -0.085 11.904
H -5.825 1.444 12.708
H -5.324 0.009 13.617
H -3.246 0.019 12.062
H -2.754 2.300 10.912
H -4.230 2.882 11.621
H -3.360 -0.092 9.786
H -3.228 1.204 8.590
H -4.671 0.171 8.644
H -2.167 1.070 13.640
H -3.564 1.127 14.375
C -6.097 4.424 14.251
C -4.737 4.972 14.721
C -4.280 4.360 16.046
O -5.155 4.527 17.137
C -5.214 5.846 17.609
N -3.689 4.678 13.774
H -6.902 4.708 14.939
H -6.088 3.332 14.224
H -6.314 4.871 13.282
H -4.865 6.053 14.832
H -3.288 4.789 16.248
H -4.187 3.279 15.908
H -5.630 6.543 16.869
H -4.213 6.202 17.888
H -5.878 5.891 18.470
H -3.815 5.095 12.858
H -3.506 3.688 13.666
C -0.622 5.606 6.844
C -1.902 4.970 6.315
C -1.926 3.458 6.439
O -0.736 2.784 6.105
C -0.381 2.897 4.741
N -3.130 5.569 6.924
H 0.240 4.951 6.708
H -0.676 5.776 7.928
H -0.430 6.580 6.397
H -1.954 5.282 5.263
H -2.786 3.027 5.904
H -2.116 3.217 7.494
H 0.626 2.486 4.650
H -0.334 3.945 4.437
H -1.026 2.297 4.091
H -3.670 4.751 7.220
H -2.841 6.021 7.784
C -4.413 -5.608 13.769
C -5.395 -4.462 14.003
C -5.386 -3.462 12.877
O -4.109 -3.075 12.413
C -3.271 -2.541 13.408
N -6.755 -4.973 14.223
H -3.392 -5.292 13.558
H -4.730 -6.192 12.891
H -4.419 -6.357 14.564
H -5.113 -4.013 14.962
H -5.967 -2.563 13.128
H -5.882 -3.908 12.008
H -2.944 -3.220 14.201
H -3.751 -1.666 13.875
H -2.374 -2.151 12.927
H -7.077 -5.409 13.362
H -6.788 -5.713 14.914
C -12.182 1.100 13.718
C -10.775 1.664 13.709
C -10.277 1.763 12.277
O -8.912 2.105 12.245
C -8.170 1.492 11.222
N -10.796 2.990 14.373
H -12.232 0.099 13.286
H -12.864 1.739 13.150
H -12.558 1.031 14.740
H -10.093 1.002 14.247
H -10.845 2.555 11.749
H -10.558 0.885 11.677
H -7.832 0.499 11.541
H -7.337 2.125 10.926
H -8.780 1.286 10.331
H -10.001 3.522 14.023
H -11.599 3.481 13.984
C -5.346 -1.115 2.164
C -4.619 0.044 2.842
C -3.510 -0.449 3.760
O -4.016 -1.295 4.793
C -4.679 -0.574 5.805
N -4.099 0.908 1.778
H -6.003 -0.774 1.369
H -5.892 -1.709 2.898
H -4.603 -1.788 1.719
H -5.383 0.642 3.348
H -3.003 0.416 4.199
H -2.855 -1.106 3.188
H -4.441 0.479 5.997
H -4.475 -1.074 6.756
H -5.761 -0.630 5.633
H -3.412 0.421 1.210
H -3.615 1.721 2.148
C -5.227 0.124 18.073
C -4.037 -0.772 17.740
C -4.502 -2.124 17.202
O -5.214 -2.794 18.196
C -5.824 -3.968 17.722
N -3.089 -0.179 16.804
H -5.823 -0.354 18.853
H -5.867 0.339 17.216
H -4.848 1.062 18.485
H -3.514 -1.048 18.662
H -3.656 -2.722 16.828
H -5.120 -1.942 16.297
H -6.496 -3.776 16.875
H -6.257 -4.492 18.566
H -5.041 -4.620 17.292
H -2.491 0.496 17.260
H -3.607 0.293 16.072
C -3.383 5.842 10.828
O -4.557 5.713 11.140
N -2.615 6.893 11.257
N -2.697 4.930 10.062
H -3.013 7.642 11.789
H -1.631 6.942 11.058
H -3.176 4.099 9.765
H -1.693 4.953 10.034
```

LUMO level = 0.39 eV
energy = -3115.061974 Eh
relative energy (zero: lowest compared OMol25 entry of this formula, charge and spin) = 37.09 kJ/mol
max |F| = 0.0357 hartree/bohr
gap between HOMO and LUMO = 8.59 eV

Entry from the Open Molecules 2025 dataset: a cluster of 13 separate species, C41H114N6O13 in total at a distorted geometry (wB97M-V/def2-TZVPD).

```
174
Properties=species:S:1:pos:R:3
C -4.109 -16.623 14.746
C -2.953 -17.443 15.310
C -3.397 -18.938 15.658
O -1.866 -17.432 14.460
H -4.824 -16.448 15.508
H -4.691 -17.074 13.912
H -3.770 -15.682 14.425
H -2.626 -17.044 16.251
H -4.352 -19.006 16.220
H -2.682 -19.487 16.284
H -3.567 -19.500 14.712
H -0.984 -17.560 14.852
C 4.675 -19.657 23.329
C 4.579 -18.592 22.280
C 3.992 -17.326 22.931
O 5.810 -18.253 21.689
H 5.524 -19.336 23.977
H 4.940 -20.624 22.924
H 3.856 -19.902 23.984
H 3.872 -18.869 21.488
H 3.768 -16.611 22.159
H 4.704 -16.940 23.648
H 3.068 -17.599 23.416
H 6.251 -18.984 21.266
C 1.907 -14.365 21.160
C 0.626 -14.972 20.490
C 0.406 -14.399 19.128
O 0.648 -16.380 20.478
H 1.948 -13.260 21.231
H 2.820 -14.706 20.640
H 2.015 -14.755 22.203
H -0.149 -14.691 21.165
H -0.488 -14.949 18.782
H 1.190 -14.582 18.374
H 0.150 -13.357 19.081
H 1.107 -16.699 19.672
C -0.057 -13.178 14.497
C 0.262 -14.542 15.031
O 1.586 -15.000 14.710
H 0.597 -12.384 14.880
H -1.084 -12.974 14.672
H -0.026 -13.181 13.401
H -0.398 -15.284 14.563
H 0.031 -14.508 16.101
H 2.198 -14.286 14.870
C 8.032 -16.401 16.027
C 6.719 -16.408 16.816
O 6.617 -15.256 17.650
H 8.870 -16.310 16.714
H 8.153 -15.566 15.284
H 8.110 -17.330 15.456
H 6.636 -17.374 17.349
H 5.876 -16.382 16.100
H 6.931 -15.542 18.536
C -0.795 -21.928 14.457
C -0.250 -20.716 13.648
O 1.223 -20.646 13.788
H -0.559 -21.732 15.500
H -0.359 -22.919 14.174
H -1.886 -21.918 14.394
H -0.694 -19.775 13.956
H -0.474 -20.879 12.620
H 1.437 -21.547 14.054
C 8.307 -20.448 18.629
C 6.807 -20.481 18.511
O 6.228 -20.540 19.866
H 8.691 -21.160 19.360
H 8.703 -19.423 18.935
H 8.821 -20.681 17.689
H 6.563 -21.394 17.940
H 6.338 -19.633 18.038
H 5.271 -20.540 19.694
C -0.614 -15.295 11.369
C -1.455 -16.380 10.753
C -0.693 -17.702 10.693
O 0.248 -17.621 9.668
C 0.670 -18.921 9.322
N -2.692 -16.626 11.529
H 0.331 -15.112 10.804
H -0.279 -15.473 12.393
H -1.264 -14.380 11.359
H -1.720 -16.091 9.737
H -1.268 -18.572 10.537
H -0.190 -17.786 11.695
H -0.081 -19.457 8.737
H 0.844 -19.508 10.227
H 1.510 -18.931 8.593
H -2.468 -16.927 12.444
H -3.348 -15.842 11.601
C 4.402 -17.757 10.735
C 3.560 -17.303 11.970
C 4.468 -16.826 13.102
O 5.583 -17.605 13.404
C 5.161 -18.740 14.103
N 2.718 -16.221 11.542
H 5.052 -16.919 10.506
H 3.860 -18.046 9.847
H 5.061 -18.599 10.941
H 2.987 -18.222 12.289
H 3.879 -16.709 14.051
H 4.829 -15.839 12.773
H 4.621 -18.510 14.982
H 6.075 -19.283 14.351
H 4.532 -19.396 13.463
H 2.322 -15.871 12.414
H 2.001 -16.527 10.897
C 5.474 -13.036 12.169
C 4.244 -12.870 13.010
C 4.631 -13.013 14.509
O 3.374 -13.067 15.319
C 3.636 -13.252 16.701
N 3.663 -11.508 12.884
H 5.997 -13.958 12.356
H 6.188 -12.222 12.253
H 5.214 -12.998 11.124
H 3.451 -13.607 12.755
H 5.225 -12.143 14.852
H 5.200 -13.952 14.650
H 4.018 -14.282 16.877
H 2.729 -12.985 17.199
H 4.399 -12.559 17.017
H 4.377 -10.773 12.909
H 3.052 -11.342 13.677
C 6.460 -13.987 21.304
C 7.764 -14.808 21.187
C 8.004 -15.335 22.628
O 9.040 -16.281 22.609
C 9.646 -16.492 23.869
N 7.566 -15.996 20.302
H 5.748 -14.618 21.815
H 6.000 -13.660 20.355
H 6.669 -13.137 21.989
H 8.616 -14.229 20.810
H 7.062 -15.682 23.139
H 8.404 -14.526 23.219
H 8.987 -16.861 24.663
H 10.176 -15.603 24.182
H 10.422 -17.244 23.641
H 8.395 -16.577 20.221
H 6.875 -16.631 20.643
C 0.061 -18.341 17.464
C 0.956 -17.406 16.585
C 2.447 -17.555 17.003
O 2.500 -17.376 18.414
C 3.816 -17.523 18.901
N 0.685 -17.682 15.166
H -1.008 -18.158 17.393
H 0.394 -18.441 18.512
H 0.289 -19.335 17.062
H 0.654 -16.360 16.770
H 3.089 -16.813 16.531
H 2.833 -18.542 16.836
H 4.131 -18.601 18.764
H 3.879 -17.273 19.980
H 4.509 -16.798 18.369
H 1.013 -18.598 14.940
H 1.182 -17.016 14.561
C 1.837 -20.641 21.460
C 2.083 -21.691 20.327
C 1.238 -21.297 19.158
O -0.129 -21.367 19.514
C -1.011 -21.665 18.415
N 3.466 -21.633 19.839
H 1.947 -19.620 21.137
H 2.620 -20.820 22.191
H 0.883 -20.683 21.986
H 1.816 -22.666 20.684
H 1.402 -22.008 18.332
H 1.618 -20.345 18.842
H -1.996 -21.706 18.846
H -0.817 -22.662 18.005
H -0.988 -20.939 17.623
H 4.069 -22.049 20.553
H 3.666 -22.279 19.050
```

LUMO level = 0.26 eV
energy = -2937.000602 Eh
relative energy (zero: lowest compared OMol25 entry of this formula, charge and spin) = 58.94 kJ/mol
max |F| = 0.0600 hartree/bohr
gap between HOMO and LUMO = 8.88 eV

Question: Among the records above, which one has the lowest relative energy (zero: lowest compared OMol25 entry of this formula, charge and spin)?
Answer: C41H114N12O11